1.
120
Properties=species:S:1:pos:R:3:mulliken_charge:R:1 method="wB97M-V/def2-TZVPD" e_tot_ev=-62084.723 total_charge=0 e_homo_ev=-7.9
C -2.06 -2.01 2.45 -1.28
C -0.84 -2.64 3.06 2.36
C 0.21 -2.48 2.05 -2.07
C -0.40 -1.89 4.29 -0.82
C -1.28 -2.24 5.46 -0.77
C -1.29 -3.74 5.71 -1.30
C -1.83 -4.55 4.54 1.90
C -1.54 -6.03 4.82 -1.97
C -3.29 -4.38 4.24 -1.54
N -0.97 -4.09 3.40 -0.14
O -1.37 -4.74 2.17 -0.36
H -2.49 -2.72 1.70 -0.06
H -2.87 -2.02 3.21 0.31
H -1.79 -1.00 2.16 0.47
H -0.02 -2.94 1.07 0.18
H 0.38 -1.42 1.87 0.10
H 1.20 -2.85 2.43 0.39
H 0.66 -2.14 4.56 0.39
H -0.40 -0.83 4.01 -0.02
H -0.99 -1.68 6.33 0.45
H -2.27 -1.92 5.16 0.30
H -2.04 -3.94 6.52 0.50
H -0.29 -4.10 5.96 0.36
H -2.06 -6.75 4.16 0.35
H -1.76 -6.30 5.86 0.39
H -0.50 -6.13 4.49 0.45
H -3.98 -4.92 4.92 0.43
H -3.58 -4.64 3.20 0.21
H -3.58 -3.30 4.46 0.36
H -0.55 -5.28 2.03 0.33
C -3.87 -2.55 -3.34 -2.01
C -2.60 -1.96 -2.79 1.88
C -2.76 -0.40 -2.74 -1.82
C -2.41 -2.35 -1.30 -0.66
C -2.02 -3.81 -1.23 -0.51
C -0.70 -4.07 -1.97 -0.65
C -0.81 -3.64 -3.48 1.54
C 0.57 -3.57 -4.05 -1.68
C -1.60 -4.61 -4.31 -1.92
N -1.31 -2.20 -3.47 1.00
O -1.54 -1.81 -4.87 -0.59
H -4.10 -2.33 -4.40 0.38
H -3.99 -3.62 -3.32 0.29
H -4.65 -2.01 -2.84 0.49
H -1.92 0.10 -2.25 0.15
H -2.89 0.00 -3.77 0.48
H -3.67 -0.05 -2.18 0.40
H -1.71 -1.65 -0.80 -0.52
H -3.40 -2.24 -0.82 0.62
H -1.99 -4.11 -0.15 -0.02
H -2.79 -4.34 -1.75 0.67
H -0.42 -5.13 -1.87 0.58
H 0.11 -3.48 -1.48 -0.32
H 1.18 -2.86 -3.53 -0.04
H 0.50 -3.38 -5.12 0.44
H 1.02 -4.57 -3.98 0.45
H -2.55 -4.90 -3.94 0.30
H -0.99 -5.51 -4.34 0.51
H -1.68 -4.27 -5.34 0.39
H -1.08 -0.97 -4.92 0.40
C 2.54 7.19 -0.06 -1.75
C 1.43 6.34 0.72 1.80
C 1.88 6.01 2.19 -1.86
C 0.09 7.00 0.86 -1.46
C -0.70 7.27 -0.43 -0.60
C -0.86 5.91 -1.12 -1.43
C 0.41 5.00 -1.26 1.81
C -0.12 3.61 -1.50 -1.96
C 1.30 5.47 -2.43 -1.49
N 1.20 5.02 0.01 0.26
O 2.41 4.33 -0.21 0.01
H 3.38 6.59 -0.43 0.13
H 2.01 7.82 -0.78 0.49
H 2.83 7.93 0.67 0.52
H 1.18 5.33 2.68 0.24
H 2.89 5.60 2.30 0.35
H 1.90 6.95 2.72 0.55
H -0.53 6.40 1.56 0.40
H 0.18 7.94 1.36 0.42
H -1.74 7.54 -0.18 0.40
H -0.21 8.03 -1.08 0.32
H -1.30 6.06 -2.11 0.40
H -1.54 5.35 -0.51 0.43
H 0.63 2.82 -1.50 0.09
H -0.47 3.60 -2.54 0.48
H -0.96 3.32 -0.80 0.29
H 1.60 6.44 -2.13 0.41
H 0.74 5.38 -3.38 0.47
H 2.12 4.77 -2.56 0.11
H 2.52 3.78 0.60 0.17
N 3.77 -1.33 -0.10 -0.22
C 3.36 -2.27 -0.94 0.66
N 3.86 -3.51 -0.69 -0.49
O 2.66 -2.02 -1.94 -0.63
H 3.77 -0.35 -0.33 0.10
H 4.47 -1.62 0.56 0.17
H 3.76 -4.16 -1.43 0.26
H 4.58 -3.59 -0.01 0.14
N 3.12 1.61 -2.64 -0.26
C 3.90 2.28 -1.68 0.58
N 4.62 3.35 -2.22 -0.37
O 3.94 1.91 -0.51 -0.77
H 2.91 2.10 -3.48 0.27
H 2.26 1.13 -2.37 -0.08
H 4.66 3.49 -3.23 0.22
H 5.54 3.44 -1.79 0.28
N 0.09 2.21 3.39 -0.40
C 0.42 1.71 2.15 0.15
N 1.61 2.22 1.76 -0.06
O -0.24 0.89 1.55 -0.63
H -0.88 2.05 3.67 0.27
H 0.55 2.91 3.89 0.13
H 2.32 2.59 2.41 0.24
H 2.06 1.71 1.00 0.06
O 0.72 0.11 -4.02 -0.73
H 0.04 -0.20 -3.41 0.10
H 1.41 -0.57 -3.99 0.38
O 0.58 -0.05 -0.95 1.13
H -0.07 -0.07 -0.23 -0.21
H 1.07 -0.86 -1.04 -0.43


2.
17
Properties=species:S:1:pos:R:3:mulliken_charge:R:1 method="wB97M-V/def2-TZVPD" e_tot_ev=-24323.558 total_charge=-1 e_homo_ev=-4.8
C -0.27 1.77 -0.26 0.55
C 1.13 -0.26 0.33 -1.14
C 0.55 -0.38 1.78 -0.77
C 0.02 0.26 -0.43 0.93
C -0.26 -0.42 -1.92 -1.46
O -0.22 2.53 -1.28 -0.79
O -0.51 2.10 0.88 -0.68
O -2.20 -0.12 1.55 -0.69
O -1.08 -2.05 0.43 -0.69
S -1.01 -0.61 0.84 0.92
H 2.00 0.35 0.25 0.36
H 1.35 -1.24 -0.13 0.40
H 1.02 -0.99 2.48 0.49
H 0.39 0.76 1.99 0.38
H -0.71 -1.37 -1.75 0.41
H 0.70 -0.54 -2.30 0.40
H -0.90 0.21 -2.46 0.37


3.
15
Properties=species:S:1:pos:R:3:mulliken_spin:R:1 method="wB97M-V/def2-TZVPD" e_tot_ev=-10388.876 total_charge=+1 multiplicity=2 e_homo_ev="-16.0 / -15.3"
O 2.39 1.35 0.91 0.08
H 2.81 1.50 1.76 0.00
H 1.53 1.77 0.99 0.00
O -1.00 -0.91 -2.49 0.00
H -0.94 -0.62 -3.40 0.00
H -1.92 -0.80 -2.27 0.00
O -0.05 2.26 1.73 0.01
H -0.16 1.32 1.79 0.00
H -0.94 2.62 1.78 0.00
O -1.30 -2.78 0.10 0.62
H -1.66 -2.67 -0.78 -0.01
H -0.74 -2.02 0.22 -0.01
O 0.52 -0.59 0.15 0.35
H 0.13 -0.36 -0.69 -0.01
H 1.33 -0.06 0.19 -0.01


4.
14
Properties=species:S:1:pos:R:3:mulliken_charge:R:1 method="wB97M-V/def2-TZVPD" e_tot_ev=-8830.085 total_charge=0 e_homo_ev="-7.3 / -7.3"
C -0.49 -0.03 1.10 -0.37
C -1.53 0.62 0.45 -0.24
C 0.59 -1.66 -0.39 0.42
C -2.25 1.61 1.29 -0.83
C 2.25 -1.00 -1.92 -0.57
N 0.28 -0.82 0.39 0.05
O 1.39 -2.00 -1.33 -0.35
H -0.17 0.07 2.15 0.28
H -3.19 1.12 1.59 0.24
H -2.53 2.47 0.68 0.31
H -1.73 1.95 2.20 0.27
H 3.28 -1.31 -1.75 0.24
H 2.06 -0.03 -1.48 0.32
H 2.03 -0.98 -2.98 0.23


5.
23
Properties=species:S:1:pos:R:3:mulliken_charge:R:1 method="wB97M-V/def2-TZVPD" e_tot_ev=-18951.374 total_charge=0 e_homo_ev=-7.8
C 0.89 -3.10 -0.80 -1.23
N 0.29 -1.80 -0.53 0.06
C 0.93 -0.62 -0.91 -0.07
N 1.97 -0.57 -1.78 -0.47
C 0.41 0.58 -0.46 0.32
N 0.59 1.97 -0.59 -0.14
C -0.18 2.70 0.31 0.19
O -0.18 3.90 0.49 -0.64
N -0.91 1.79 1.05 0.10
C -1.90 2.10 2.07 -0.92
C -0.63 0.53 0.55 1.10
N -1.25 -0.55 0.87 -0.61
C -0.84 -1.72 0.29 0.23
O -1.40 -2.74 0.65 -0.66
H 0.38 -3.54 -1.62 0.37
H 1.93 -3.04 -1.02 0.45
H 0.82 -3.80 0.08 0.33
H 2.04 0.28 -2.32 0.22
H 2.24 -1.42 -2.23 0.17
H 1.36 2.37 -1.10 0.21
H -2.84 2.41 1.59 0.31
H -2.08 1.28 2.74 0.36
H -1.63 2.98 2.67 0.33


6.
10
Properties=species:S:1:pos:R:3:mulliken_charge:R:1 method="wB97M-V/def2-TZVPD" e_tot_ev=-7739.003 total_charge=0 e_homo_ev=-9.7
N 1.20 -0.48 -0.08 -0.60
C -0.08 -0.01 0.42 0.20
O -0.87 -1.06 0.89 -0.50
C -0.80 0.76 -0.65 0.00
O -0.60 1.96 -0.65 -0.47
H 1.87 0.27 -0.16 0.27
H 1.11 -0.94 -0.97 0.22
H 0.10 0.96 1.06 0.23
H -0.29 -1.71 1.30 0.33
H -1.64 0.25 -1.15 0.34


7.
134
Properties=species:S:1:pos:R:3:mulliken_charge:R:1 method="wB97M-V/def2-TZVPD" e_tot_ev=-279631.154 total_charge=-1 e_homo_ev=-3.6
Cd 0.50 -0.46 -0.93 2.51
Br -1.63 -1.31 5.54 -0.23
C -0.83 -1.04 3.83 -0.61
C -1.36 -1.73 2.73 -1.13
C -0.78 -1.47 1.52 -0.63
N 0.27 -0.63 1.33 2.73
C 0.84 0.00 2.42 -0.35
C 0.22 -0.20 3.72 -1.26
C 2.00 0.74 2.28 -0.17
C 2.64 1.47 3.35 -0.36
C 3.56 2.41 3.08 -0.75
Br 4.43 3.36 4.47 -0.23
C 3.89 2.73 1.70 -1.31
C 3.44 1.92 0.74 -0.64
N 2.69 0.74 1.00 1.84
H -2.18 -2.42 2.82 0.71
H -1.15 -1.99 0.65 -0.18
H 0.60 0.29 4.59 0.50
H 2.35 1.31 4.38 0.53
H 4.47 3.61 1.46 0.47
H 3.70 2.08 -0.29 0.78
C -1.76 2.73 0.81 -1.05
C -3.01 1.89 1.20 -1.21
P -3.97 1.22 -0.27 0.66
C -5.71 1.51 0.25 0.24
C -6.16 1.59 1.56 -0.14
C -7.49 1.86 1.84 -0.82
C -8.39 2.06 0.81 -0.43
C -7.96 1.98 -0.51 -0.70
C -6.63 1.72 -0.78 -0.72
C -3.89 -0.60 -0.24 0.72
C -4.42 -1.41 0.76 -0.45
C -4.30 -2.79 0.67 -0.71
C -3.64 -3.37 -0.40 -0.48
C -3.13 -2.57 -1.42 -0.68
C -3.27 -1.19 -1.34 -0.56
P -1.42 2.73 -1.01 0.89
C -2.84 3.68 -1.70 -0.15
C -3.07 3.61 -3.07 -0.69
C -4.18 4.22 -3.64 -0.57
C -5.08 4.92 -2.84 -0.65
C -4.84 5.01 -1.48 -0.64
C -3.73 4.40 -0.91 0.15
C -0.11 4.04 -1.22 0.55
C -0.42 5.38 -1.44 -0.29
C 0.55 6.30 -1.79 -0.81
C 1.87 5.90 -1.95 -0.60
C 2.20 4.58 -1.71 -0.68
C 1.23 3.66 -1.33 -0.26
H -0.85 2.29 1.23 -0.01
H -1.83 3.74 1.20 0.63
H -3.70 2.53 1.73 0.71
H -2.72 1.07 1.87 0.67
H -5.47 1.42 2.39 0.36
H -7.82 1.91 2.87 0.40
H -9.43 2.29 1.03 0.37
H -8.66 2.14 -1.32 0.40
H -6.28 1.68 -1.81 0.34
H -4.93 -0.97 1.61 0.32
H -4.71 -3.42 1.46 0.39
H -3.49 -4.44 -0.45 0.42
H -2.62 -3.02 -2.25 0.51
H -2.90 -0.56 -2.13 0.42
H -2.38 3.05 -3.70 0.35
H -4.35 4.14 -4.71 0.40
H -5.96 5.38 -3.27 0.36
H -5.54 5.56 -0.84 0.43
H -3.57 4.49 0.16 0.29
H -1.45 5.72 -1.35 0.34
H 0.28 7.34 -1.95 0.41
H 2.62 6.60 -2.27 0.38
H 3.23 4.25 -1.83 0.47
H 1.52 2.64 -1.13 0.12
C 2.00 -4.14 2.24 0.37
C 0.80 -5.06 2.08 0.34
C 1.15 -6.52 2.31 -1.64
O 0.11 -4.91 0.81 -0.32
P 0.69 -4.83 -0.67 0.42
S -0.62 -5.57 -1.91 -0.55
S 1.41 -2.98 -1.01 -0.65
O 1.98 -5.77 -0.51 -0.42
C 3.13 -5.92 -1.38 0.28
C 2.82 -5.71 -2.85 -1.15
C 4.26 -5.04 -0.89 -0.93
H 2.42 -4.28 3.24 0.71
H 1.72 -3.10 2.11 -0.64
H 2.76 -4.38 1.50 -0.26
H 0.03 -4.77 2.80 0.51
H 2.01 -6.82 1.72 0.19
H 0.30 -7.16 2.03 0.36
H 1.37 -6.68 3.37 0.52
H 3.41 -6.97 -1.24 0.30
H 2.62 -4.66 -3.06 -0.01
H 1.94 -6.29 -3.15 0.36
H 3.68 -6.03 -3.44 0.55
H 4.00 -3.99 -1.03 -0.03
H 5.17 -5.26 -1.45 0.59
H 4.45 -5.21 0.17 0.25
C 4.69 -0.29 -3.84 -0.69
C 5.49 0.36 -2.90 -1.00
C 5.24 0.21 -1.54 -0.23
C 4.19 -0.60 -1.09 1.23
C 3.43 -1.28 -2.05 1.17
C 3.66 -1.11 -3.41 -0.90
Si 3.63 -0.74 0.70 -2.19
C 4.92 -0.84 2.04 1.27
C 6.15 -0.17 2.02 -0.28
C 6.94 -0.10 3.16 -0.80
C 6.51 -0.69 4.34 -0.56
C 5.30 -1.37 4.38 -0.68
C 4.52 -1.44 3.23 -0.37
H 4.86 -0.15 -4.90 0.41
H 6.30 0.99 -3.23 0.43
H 5.86 0.75 -0.84 0.20
H 2.66 -1.97 -1.73 -0.71
H 3.03 -1.63 -4.13 0.17
H 2.72 -1.89 0.85 0.41
H 6.50 0.31 1.12 0.16
H 7.89 0.42 3.13 0.42
H 7.12 -0.62 5.24 0.37
H 4.97 -1.84 5.29 0.42
H 3.56 -1.96 3.27 0.21
Te -0.06 0.71 -3.31 0.03
C 0.86 -0.42 -4.87 0.04
C 1.01 0.22 -6.10 -0.50
C 1.54 -0.46 -7.19 -0.64
C 1.95 -1.78 -7.05 -0.76
C 1.82 -2.41 -5.83 -0.04
C 1.27 -1.74 -4.74 -0.34
H 0.70 1.26 -6.21 0.34
H 1.65 0.05 -8.14 0.37
H 2.36 -2.31 -7.90 0.38
H 2.13 -3.44 -5.71 0.45
H 1.16 -2.26 -3.79 0.42


8.
54
Properties=species:S:1:pos:R:3:mulliken_charge:R:1 method="wB97M-V/def2-TZVPD" e_tot_ev=-40748.513 total_charge=-1 e_homo_ev=-1.8
Au -0.68 0.48 0.24 -0.14
Te 2.33 -0.01 0.03 0.44
C 4.46 -0.20 -0.08 -0.26
C 5.20 -0.46 1.07 -0.23
C 6.59 -0.53 1.02 -0.49
C 7.26 -0.34 -0.19 -0.37
C 6.52 -0.09 -1.34 -0.52
C 5.14 -0.02 -1.29 -0.15
C 2.57 2.07 0.34 0.07
C 2.48 2.61 1.62 -0.47
C 2.62 3.97 1.83 -0.50
C 2.87 4.82 0.75 -0.36
C 2.98 4.29 -0.53 -0.50
C 2.83 2.92 -0.73 -0.44
H 4.69 -0.60 2.02 0.34
H 7.16 -0.72 1.92 0.35
H 8.34 -0.40 -0.23 0.35
H 7.04 0.05 -2.29 0.35
H 4.57 0.16 -2.19 0.35
H 2.28 1.95 2.46 0.40
H 2.54 4.38 2.83 0.38
H 2.98 5.89 0.91 0.38
H 3.19 4.94 -1.37 0.37
H 2.91 2.52 -1.74 0.40
C -1.89 -4.00 0.39 -1.39
C -2.96 -3.06 -0.07 1.08
C -4.24 -3.52 -0.31 -0.60
C -5.28 -2.67 -0.71 -0.77
C -4.96 -1.33 -0.89 -0.62
C -3.69 -0.81 -0.69 1.18
C -3.48 0.65 -0.95 -1.17
C -2.60 -1.66 -0.22 -0.10
N -1.33 -1.36 0.08 -0.88
H -2.30 -5.01 0.56 0.38
H -1.43 -3.63 1.31 0.26
H -1.07 -4.06 -0.34 0.22
H -4.44 -4.58 -0.16 0.25
H -6.28 -3.04 -0.88 0.32
H -5.75 -0.65 -1.22 0.24
H -4.34 1.06 -1.49 0.33
H -2.58 0.83 -1.56 0.09
H -3.35 1.24 -0.03 0.18
C -0.46 3.04 -2.14 -1.25
C -0.84 3.36 -0.73 0.32
N -0.49 2.68 0.33 0.21
C -1.04 3.33 1.42 -0.50
C -1.74 4.40 1.00 -0.55
N -1.59 4.42 -0.38 -0.02
H -0.30 1.97 -2.22 0.18
H 0.46 3.56 -2.41 0.28
H -1.25 3.33 -2.83 0.46
H -0.90 2.96 2.42 0.44
H -2.31 5.15 1.53 0.44
H -2.05 5.04 -1.02 0.21


9.
14
Properties=species:S:1:pos:R:3:mulliken_charge:R:1 method="wB97M-V/def2-TZVPD" e_tot_ev=-27420.081 total_charge=0 e_homo_ev=-8.8
S 1.18 -1.21 -2.60 -0.21
C 0.37 -0.79 -1.28 -0.12
S 1.07 -0.44 0.26 0.01
C -0.42 -0.34 1.29 -0.91
C -1.42 0.85 0.97 0.14
C -2.01 1.51 2.12 -0.43
N -0.94 2.20 1.38 -0.57
H -0.71 -0.72 -1.30 0.21
H -1.06 -1.21 1.21 0.41
H -0.06 -0.19 2.32 0.40
H -1.94 0.72 -0.01 0.32
H -1.78 1.06 3.07 0.23
H -3.01 1.91 2.00 0.26
H -0.02 1.99 1.83 0.27


10.
59
Properties=species:S:1:pos:R:3:mulliken_charge:R:1 method="wB97M-V/def2-TZVPD" e_tot_ev=-65114.775 total_charge=-1 e_homo_ev=-6.1
N 23.81 12.12 0.97 0.87
O 24.33 13.19 0.69 -0.64
O 23.44 11.83 2.13 -0.51
O 23.38 11.39 0.07 -0.69
O 18.87 9.43 1.77 -0.60
S 19.64 8.89 0.72 1.31
O 20.76 8.06 1.07 -0.64
O 18.57 7.84 -0.20 -0.36
C 18.00 6.90 0.54 -0.31
C 17.29 5.94 -0.42 -1.17
C 19.96 10.27 -0.36 -0.69
H 17.34 7.23 1.16 0.47
H 18.85 6.33 0.95 0.31
H 16.32 6.42 -0.99 0.26
H 17.34 5.06 0.18 0.39
H 17.89 5.58 -1.47 0.23
H 20.79 10.93 0.08 0.20
H 18.92 10.71 -0.58 0.30
H 20.21 9.73 -1.39 0.32
C 20.66 9.86 4.46 -0.37
C 22.05 10.13 4.89 -0.05
O 22.08 11.42 5.42 -0.31
C 20.96 12.10 5.16 0.68
O 20.78 13.37 5.19 -0.60
O 20.03 11.18 4.66 -0.34
H 20.24 9.10 4.94 0.41
H 20.73 9.75 3.48 0.12
H 22.66 10.09 3.95 0.01
H 22.36 9.37 5.54 0.43
C 27.24 14.96 1.51 -0.17
C 28.07 15.00 0.27 -0.34
O 29.35 15.20 0.81 -0.40
C 29.41 14.83 2.04 0.81
O 30.50 14.77 2.72 -0.70
O 28.24 14.60 2.36 -0.29
H 26.62 14.34 1.34 0.38
H 26.75 15.90 1.87 0.05
H 27.83 15.78 -0.34 0.35
H 28.24 14.09 -0.28 0.26
C 22.36 15.68 4.02 -0.26
C 23.59 14.68 3.95 0.34
O 24.77 15.44 3.78 -0.32
C 24.38 16.77 3.71 0.54
O 25.11 17.62 3.55 -0.44
O 23.02 16.85 3.78 -0.40
H 21.80 15.89 5.05 0.17
H 21.79 15.39 3.29 0.45
H 23.60 13.98 3.18 -0.08
H 23.53 14.08 4.90 0.05
C 26.59 9.92 2.67 -0.30
C 26.32 10.52 4.11 0.25
O 27.58 10.85 4.41 -0.35
C 28.47 10.63 3.54 0.74
O 29.69 10.80 3.68 -0.67
O 28.04 10.19 2.45 -0.35
H 25.93 10.32 1.94 0.13
H 26.54 8.81 2.42 0.21
H 25.75 9.75 4.66 0.20
H 25.81 11.33 3.86 0.11


11.
17
Properties=species:S:1:pos:R:3:mulliken_charge:R:1 method="wB97M-V/def2-TZVPD" e_tot_ev=-16649.556 total_charge=0 e_homo_ev=-8.5
C 0.19 1.26 2.65 -1.04
C 0.58 0.51 1.36 -0.25
S -0.79 0.62 0.07 -0.11
C -0.64 -1.06 -0.50 -0.55
N 0.78 -1.07 -1.15 -0.33
C 0.58 -0.74 -2.57 -0.92
H -0.41 0.69 3.29 0.30
H -0.45 2.09 2.34 0.26
H 1.15 1.48 3.22 0.32
H 0.38 -0.51 1.73 0.10
H 1.63 0.78 1.23 0.33
H -1.49 -1.26 -1.25 0.36
H -0.73 -1.48 0.56 0.30
H 1.15 -2.05 -1.14 0.23
H 0.33 -1.56 -3.27 0.25
H 1.49 -0.37 -2.93 0.33
H -0.09 0.03 -2.48 0.41


12.
7
Properties=species:S:1:pos:R:3:mulliken_charge:R:1 method="wB97M-V/def2-TZVPD" e_tot_ev=-8138.958 total_charge=0 e_homo_ev="-9.5 / -9.5"
C 1.23 -0.19 -0.09 0.45
O -1.76 0.32 0.19 -0.33
N -0.67 0.16 -0.60 0.09
N 0.14 -0.87 -0.09 -0.49
O 2.38 -0.10 0.16 -0.38
H -1.66 -0.31 0.94 0.39
H 0.35 0.99 -0.52 0.28